ORCA calculation (ωB97M-V with the def2-TZVPD basis set) on a molecular structure, C68H44HfN8OP2S.

Geometry (Å):
Hf1 -0.36 -0.43 -0.14
C1 2.11 -6.29 -2.54
C2 2.45 -5.51 -3.64
C3 2.07 -4.18 -3.71
C4 1.35 -3.67 -2.63
C5 0.82 -2.33 -2.43
N1 1.08 -1.37 -3.31
C6 0.56 -0.17 -3.19
C7 0.69 0.81 -4.26
C8 1.39 0.77 -5.46
C9 1.27 1.87 -6.29
C10 0.45 2.96 -5.94
C11 -0.26 2.98 -4.76
C12 -0.12 1.89 -3.92
C13 -0.74 1.56 -2.64
N2 -1.70 2.21 -2.12
C14 -2.38 1.86 -1.00
N3 -2.13 0.77 -0.17
C15 -3.19 0.76 0.75
N4 -3.50 -0.22 1.63
C16 -2.86 -1.29 1.85
N5 -1.58 -1.64 1.31
C17 -1.15 -2.68 2.02
N6 0.12 -3.07 1.91
C18 0.21 -3.57 -0.58
N7 0.12 -2.25 -1.29
C19 1.02 -4.43 -1.53
C20 1.39 -5.77 -1.47
C21 -2.13 -3.16 2.97
C22 -2.12 -4.19 3.90
C23 -3.25 -4.34 4.69
C24 -4.34 -3.47 4.55
C25 -4.34 -2.44 3.64
C26 -3.21 -2.29 2.84
C27 -4.02 1.86 0.55
C28 -5.20 2.30 1.20
C29 -5.80 3.43 0.72
C30 -5.27 4.14 -0.40
C31 -4.15 3.72 -1.05
C32 -3.51 2.56 -0.56
N8 -0.18 0.33 -2.17
H1 2.40 -7.33 -2.51
H2 3.00 -5.95 -4.46
H3 2.31 -3.55 -4.56
H4 1.99 -0.08 -5.73
H5 1.79 1.89 -7.24
H6 0.38 3.79 -6.63
H7 -0.91 3.81 -4.49
H8 1.13 -6.39 -0.63
H9 -1.27 -4.85 4.02
H10 -3.28 -5.13 5.43
H11 -5.20 -3.62 5.19
H12 -5.18 -1.76 3.54
H13 -5.60 1.75 2.04
H14 -6.70 3.80 1.20
H15 -5.80 5.03 -0.73
H16 -3.77 4.25 -1.92
O1 -0.30 -0.98 3.88
S1 0.46 -0.22 2.87
C33 2.19 -0.58 3.11
C34 2.83 -0.12 4.25
C35 4.15 -0.49 4.50
C36 4.80 -1.34 3.61
C37 4.15 -1.79 2.47
C38 2.84 -1.42 2.20
P1 2.07 -1.79 0.59
C39 3.37 -2.38 -0.52
C40 3.83 -1.64 -1.60
C41 4.81 -2.15 -2.44
C42 5.31 -3.42 -2.22
C43 4.84 -4.19 -1.17
C44 3.87 -3.67 -0.32
C45 0.93 -3.25 0.75
C46 -1.18 -4.14 -0.42
C47 -1.57 -5.18 0.31
C48 -0.73 -6.00 1.19
C49 0.37 -5.62 1.84
C50 0.93 -4.25 1.90
C51 0.29 1.49 3.33
C52 -0.11 1.77 4.63
C53 -0.32 3.08 5.01
C54 -0.12 4.10 4.09
C55 0.26 3.81 2.79
C56 0.46 2.49 2.38
P2 1.02 2.05 0.70
C57 0.62 3.49 -0.33
C58 -0.54 4.23 -0.12
C59 -0.85 5.29 -0.96
C60 -0.03 5.59 -2.03
C61 1.11 4.83 -2.27
C62 1.45 3.79 -1.42
C63 2.83 2.12 0.86
C64 3.42 3.14 1.61
C65 4.80 3.23 1.69
C66 5.61 2.31 1.03
C67 5.02 1.30 0.28
C68 3.64 1.22 0.20
H17 2.31 0.53 4.94
H18 4.65 -0.13 5.38
H19 5.82 -1.63 3.80
H20 4.70 -2.41 1.77
H21 3.42 -0.66 -1.83
H22 5.16 -1.57 -3.28
H23 6.07 -3.83 -2.88
H24 5.21 -5.19 -1.01
H25 3.49 -4.29 0.49
H26 -1.92 -3.65 -1.04
H27 -2.60 -5.50 0.21
H28 -1.06 -7.03 1.33
H29 0.90 -6.34 2.44
H30 1.77 -4.15 2.59
H31 -0.29 0.95 5.31
H32 -0.64 3.30 6.02
H33 -0.28 5.13 4.38
H34 0.39 4.62 2.09
H35 -1.20 3.99 0.70
H36 -1.74 5.87 -0.77
H37 -0.28 6.41 -2.69
H38 1.75 5.07 -3.11
H39 2.35 3.23 -1.60
H40 2.82 3.87 2.13
H41 5.26 4.03 2.27
H42 6.68 2.39 1.10
H43 5.64 0.58 -0.25
H44 3.19 0.45 -0.40

## Properties
Kohn-Sham gap = 4.886 eV
Energy relative to the best compared isomer or geometry (same formula, charge and spin) = 0.000 eV
E_LUMO = -5.81 eV
Electronic energy = -4259.59516 Ha
Charge = +2